Entry from the OMol25 dataset: 5 unconnected molecules or ions with the total composition CH14N3O4 in a non-equilibrium geometry (ωB97M-V/def2-TZVPD).

The energy relative to the best compared isomer or geometry (same formula, charge and spin) comes out at 2.0773 eV. The charge is +1. Its orbital gap is 11.224 eV. The max |F| is 9.6 eV/A. The calculation puts the total energy at -511.4976 hartree.

Each line ends with the Mulliken charge.
Element x y z (Å)
1 N 1.071 0.674 0.351  -0.407
2 C 0.016 0.039 0.989  0.636
3 N -1.223 0.557 0.888  -0.420
4 N 0.165 -1.188 1.603  -0.330
5 H 1.824 0.036 0.283  0.258
6 H 0.937 1.309 -0.491  0.344
7 H -1.989 0.071 0.697  0.279
8 H -1.187 1.414 0.374  0.281
9 H -0.648 -1.642 2.100  0.232
10 H 1.094 -1.530 1.765  0.248
11 H 2.886 -2.700 0.405  0.290
12 H 3.364 -1.862 1.380  0.328
13 O 2.681 -1.856 0.709  -0.670
14 H -3.900 -1.290 -0.188  0.304
15 H -3.971 0.098 -0.434  0.287
16 O -3.470 -0.471 0.075  -0.633
17 H -1.849 -0.027 -1.852  0.302
18 H -0.752 0.650 -2.644  0.303
19 O -1.119 0.660 -1.732  -0.597
20 H 1.928 2.593 -2.103  0.240
21 H 2.685 1.490 -2.155  0.276
22 O 1.833 1.773 -1.922  -0.553